{"formula": "C4H6O2", "method": "ωB97M-V with the def2-TZVPD basis set", "gap_ev": 11.005, "lumo_energy_ev": 0.97, "smiles": "O=CC[C@H]1CO1", "total_charge": 0, "molar_mass_g_mol": 86.1, "multiplicity": 1, "de_lowest_kj_mol": 202.1, "elements": ["O", "C", "C", "C", "C", "O", "H", "H", "H", "H", "H", "H"], "positions_angstrom": [[-0.92538, -2.08381, -0.54281], [-1.50659, -1.03138, -0.46310], [-0.84275, 0.15516, 0.08534], [0.57549, -0.03588, 0.47825], [1.62576, 0.67802, -0.17959], [1.11017, 1.18250, 1.03755], [-2.55706, -0.92192, -0.78060], [-1.31322, 0.42191, 1.04868], [-1.00279, 1.00329, -0.58627], [0.84946, -0.90707, 1.06152], [2.62658, 0.28036, -0.10603], [1.36033, 1.25881, -1.05293]], "atomic_forces_ev_per_a": [[-0.329, -0.336, -0.248], [0.199, -0.780, -0.030], [-0.380, 0.705, 0.921], [0.013, 0.143, 0.667], [0.686, 0.262, -0.521], [-0.017, -0.107, 0.138], [-0.092, -0.045, -0.062], [-0.471, 0.026, -0.420], [0.179, 0.082, 0.101], [-0.270, -0.133, -0.138], [0.245, 0.103, -0.231], [0.236, 0.079, -0.178]]}